DFT (wB97M-V/def2-TZVPD) results for a structure of composition C4H4O5Pb.

Geometry (Å):
O: 0.14510 0.77571 -1.14890
C: -0.78181 0.14975 -0.58326
O: -0.25088 -0.18960 0.67206
H: 3.30670 -1.28971 1.42537
Pb: -3.77989 -0.71403 -1.13037
O: -1.70093 -0.53805 -1.01858
O: 1.91282 -0.64352 0.03601
C: 3.15684 -0.43879 0.75388
C: 2.91648 0.88130 1.48385
O: 1.49884 1.11182 1.28245
C: 1.03993 0.22980 0.44375
H: 3.95693 -0.38880 0.01009
H: 3.46253 1.72505 1.05127
H: 3.08894 0.82296 2.56213

## Properties
largest force on an atom	6.93	eV Å⁻¹
orbital gap	0.2756	hartree
total charge	+2